The following is a quantum chemistry calculation of a 2-piece molecular cluster, CH8N3O overall in a non-equilibrium geometry, from the Open Molecules 2025 dataset.

Element x y z (Å)
1 C -0.54360 0.95529 -0.71495
2 N 0.00000 0.00000 0.00000
3 N -1.79368 0.96815 -1.08184
4 N 0.19863 2.02455 -1.03759
5 H -0.44209 -0.92038 0.06320
6 H 0.89110 0.17290 0.47178
7 H -2.37266 0.26802 -0.61160
8 H -2.23071 1.78297 -1.51954
9 H -0.14313 2.70271 -1.72302
10 H 1.19014 2.00654 -0.78636
11 O -1.63121 -4.46811 -0.07242
12 H -1.27477 -4.90133 -0.88084
13 H -2.27624 -5.11567 0.29209

Computed properties:
DFT total energy = -7679.110 eV
net charge = +1
E_LUMO = -3.33 eV
HOMO level = -0.5222 Eh
frontier orbital gap = 10.88 eV
maximum force = 2.62 eV Å⁻¹

***

The following is a quantum chemistry calculation of C35H33Br2F5N4O6S4Zr as an isolated structure, from the Open Molecules 2025 dataset.

Element x y z (Å)
1 Zr -0.49403 -1.01543 0.88562
2 C -1.97988 2.24884 -2.16870
3 C -1.15981 1.76634 -3.35842
4 S 0.15477 0.60349 -2.90033
5 C 1.59796 1.29852 -3.75125
6 C 2.01607 2.71953 -3.38789
7 S 2.28897 2.97437 -1.61296
8 C 1.28020 4.43815 -1.25630
9 C -0.21296 4.35428 -1.55249
10 S -1.04398 2.93537 -0.77968
11 H -2.71082 2.98236 -2.51244
12 H -2.53617 1.41714 -1.73123
13 H -1.83082 1.27635 -4.06484
14 H -0.70549 2.60198 -3.88749
15 H 2.40311 0.59684 -3.52410
16 H 1.42960 1.24655 -4.82832
17 H 2.94173 2.94520 -3.91817
18 H 1.28118 3.44788 -3.72669
19 H 1.44054 4.61644 -0.19046
20 H 1.69904 5.29839 -1.78028
21 H -0.68140 5.27262 -1.19661
22 H -0.39798 4.30807 -2.62423
23 Br -5.09305 2.51111 4.69637
24 C -3.91897 1.75219 3.45835
25 C -4.39892 1.00850 2.39385
26 C -3.47949 0.42430 1.54381
27 N -2.16069 0.55787 1.68437
28 C -1.70842 1.38191 2.65229
29 C -2.55204 1.96564 3.57310
30 C -0.28382 1.74432 2.48757
31 C 0.30231 2.82926 3.10592
32 C 1.56286 3.23827 2.68833
33 Br 2.37549 4.71595 3.49214
34 C 2.19010 2.57128 1.64692
35 C 1.55418 1.47207 1.11067
36 N 0.35800 1.04614 1.53267
37 H -5.45880 0.87630 2.23361
38 H -3.81881 -0.16438 0.70528
39 H -2.17205 2.59986 4.36064
40 H -0.22062 3.38793 3.86739
41 H 3.14708 2.89161 1.25993
42 H 2.01433 0.92322 0.30250
43 O 6.42601 -2.90656 1.86987
44 C 5.81058 -2.06129 2.81001
45 C 4.39214 -1.82066 2.38809
46 C 3.49588 -1.15663 3.22128
47 C 2.21494 -0.93784 2.78187
48 N 1.76927 -1.34180 1.58028
49 C 2.61660 -2.01508 0.79012
50 C 3.93220 -2.25120 1.15318
51 C 2.04945 -2.48418 -0.49036
52 C 2.72616 -3.37490 -1.29989
53 C 2.15828 -3.80181 -2.49298
54 C 2.90912 -4.74194 -3.40435
55 O 3.96075 -5.41071 -2.75351
56 C 0.90856 -3.30137 -2.82183
57 C 0.28456 -2.42485 -1.96103
58 N 0.82405 -2.00835 -0.80460
59 H 7.32446 -3.10641 2.15088
60 H 6.31694 -1.08983 2.87205
61 H 5.80900 -2.49562 3.81581
62 H 3.78912 -0.82101 4.20725
63 H 1.49803 -0.43853 3.41936
64 H 4.61313 -2.76960 0.49800
65 H 3.69115 -3.76729 -1.01884
66 H 3.36090 -4.13988 -4.19779
67 H 2.21022 -5.42879 -3.88837
68 H 3.64259 -6.23327 -2.36804
69 H 0.41010 -3.58546 -3.73943
70 H -0.67333 -2.01348 -2.21823
71 C -1.81180 -3.90497 3.54841
72 S -0.45112 -3.04318 2.84143
73 O 0.75596 -3.48335 3.44620
74 O -0.49547 -3.16042 1.33898
75 O -0.71874 -1.55195 2.97572
76 H -1.43583 -4.87316 3.87016
77 H -2.60694 -4.00676 2.81899
78 H -2.14331 -3.32341 4.40704
79 F -5.90405 -4.54771 -1.76750
80 C -4.93070 -3.69865 -1.48875
81 C -4.27964 -3.01793 -2.50748
82 F -4.63467 -3.21854 -3.76586
83 C -3.25804 -2.13133 -2.21471
84 F -2.64220 -1.48135 -3.20865
85 C -2.85074 -1.89377 -0.90498
86 O -1.84290 -1.06166 -0.59988
87 C -3.53076 -2.58753 0.08914
88 F -3.16073 -2.34311 1.37221
89 C -4.55096 -3.47799 -0.17520
90 F -5.15309 -4.11255 0.82282

Computed properties:
DFT total energy = -253361.741 eV
net charge = +2
E_LUMO = -6.10 eV
HOMO level = -0.4722 Eh
frontier orbital gap = 6.75 eV
maximum force = 0.49 eV Å⁻¹

***

The following is a quantum chemistry calculation of a 2-piece molecular cluster, H4O2 overall in a non-equilibrium geometry, from the Open Molecules 2025 dataset.

Element x y z (Å)
1 H 0.08792 1.04990 0.58942
2 H 1.25454 0.44828 -0.08528
3 H -0.45587 -1.00427 -1.00148
4 H -1.12180 -1.20567 0.27952
5 O 1.01417 1.21874 0.42842
6 O -0.77895 -0.50697 -0.21060

Computed properties:
DFT total energy = -4159.592 eV
E_LUMO = 0.51 eV
HOMO level = -0.3972 Eh
frontier orbital gap = 11.32 eV
maximum force = 2.80 eV Å⁻¹

***

The following is a quantum chemistry calculation of C25H27Cl2NO3PtS2 as an isolated structure in a non-equilibrium geometry, from the Open Molecules 2025 dataset.

Element x y z (Å)
1 Pt -0.40684 1.73419 0.79816
2 Cl 1.57500 2.11635 -0.29922
3 C 1.89224 3.84014 -0.09295
4 C 3.04556 4.33032 -0.67819
5 C 3.32732 5.67517 -0.53287
6 C 2.45367 6.48375 0.18827
7 C 1.31271 5.95256 0.75417
8 Cl 0.25980 7.00375 1.63955
9 C 0.97966 4.59079 0.63391
10 S -0.46831 3.94322 1.34822
11 H 3.70084 3.67122 -1.23172
12 H 4.21920 6.09469 -0.97624
13 H 2.65414 7.53840 0.31595
14 C -2.27187 -4.83070 -0.20723
15 C -2.35028 -3.47061 0.42329
16 C -1.35646 -2.55874 0.18899
17 C -1.35950 -1.18822 0.70335
18 C -2.31663 -1.00465 1.75403
19 C -3.36724 -1.94934 1.96695
20 C -3.41644 -3.13040 1.29485
21 S -2.33320 0.48861 2.77442
22 O -1.19905 0.36716 3.64730
23 O -3.63980 0.53008 3.35505
24 O -2.18647 1.57203 1.74051
25 H -1.71195 -5.51328 0.43589
26 H -1.77000 -4.79293 -1.17214
27 H -3.26788 -5.24938 -0.34772
28 H -0.53065 -2.83324 -0.45330
29 H -1.29041 -1.81085 1.96608
30 H -4.11255 -1.67935 2.70175
31 H -4.21380 -3.83517 1.48844
32 C -2.44485 -0.07641 -1.89891
33 C -1.10362 0.17157 -2.58753
34 C -0.89616 1.68040 -2.78990
35 C 0.16212 -0.48124 -2.02915
36 C 1.10827 -0.84662 -2.98428
37 C 2.32370 -1.39945 -2.62995
38 C 2.61376 -1.59753 -1.29269
39 C 1.70752 -1.25791 -0.28905
40 C 2.16761 -1.58546 1.13456
41 C 1.74203 -0.67793 2.28467
42 C 1.86724 -3.04919 1.48155
43 C 0.47519 -0.69888 -0.67757
44 N -0.47598 -0.29855 0.31962
45 H -3.24166 0.22041 -2.58338
46 H -2.56039 0.51483 -0.99032
47 H -2.60118 -1.13084 -1.66022
48 H -1.19777 -0.26451 -3.58656
49 H -0.90605 2.20505 -1.83448
50 H -1.70622 2.08870 -3.39799
51 H 0.04851 1.89028 -3.29297
52 H 0.87589 -0.68864 -4.03145
53 H 3.04176 -1.67273 -3.39248
54 H 3.56880 -2.02323 -1.00704
55 H 3.25690 -1.50335 1.07925
56 H 0.69269 -0.77045 2.55838
57 H 1.93052 0.37366 2.06950
58 H 2.32759 -0.94461 3.16693
59 H 0.79749 -3.21499 1.61807
60 H 2.35997 -3.32136 2.41649
61 H 2.21553 -3.72661 0.69939

Computed properties:
DFT total energy = -83957.001 eV
E_LUMO = -0.05 eV
HOMO level = -0.2797 Eh
frontier orbital gap = 7.56 eV
maximum force = 2.01 eV Å⁻¹

***

Q: Which value of frontier orbital gap does entry 3 give?
A: 11.32 eV

***

Q: What is the frontier orbital gap in the second record?
A: 6.75 eV